ORCA calculation (wB97M-V/def2-TZVPD) on a molecular structure, C44H67AsCl2HfN2O8SSbSi4 in a non-equilibrium geometry.

Cartesian coordinates (Å):
Hf1 -0.144386 0.527290 0.004343
O1 1.021806 -0.645308 4.328864
As1 0.199522 0.658664 3.482248
O2 -1.232255 0.813811 4.271090
O3 0.126929 -0.048525 1.893770
C1 1.673782 1.904085 3.691986
C2 2.550685 1.723753 4.747235
C3 3.639592 2.579426 4.876590
C4 3.864601 3.601107 3.962101
C5 2.993493 3.798425 2.899876
C6 1.907537 2.954194 2.781463
S1 0.699860 3.168994 1.529565
O4 -0.516319 2.724226 2.222102
O5 0.691874 4.504976 1.018089
O6 1.058064 2.141648 0.476964
H1 0.335768 -1.304524 4.498966
H2 2.391394 0.909044 5.438387
H3 4.328030 2.439082 5.702681
H4 4.721840 4.254416 4.080179
H5 3.141737 4.592177 2.177607
Cl1 -5.824867 -1.932916 3.721819
C7 -4.599612 -1.609293 2.522374
C8 -4.320245 -2.572228 1.547910
C9 -3.328403 -2.376157 0.628454
Cl2 -3.102922 -3.524424 -0.638873
C10 -2.515955 -1.219054 0.655610
O7 -1.461026 -1.090659 -0.087305
C11 -2.961412 -0.189648 1.530401
C12 -2.576532 1.188889 1.318687
O8 -1.953397 1.537626 0.327312
C13 -3.946457 -0.412225 2.493372
H6 -4.895509 -3.488883 1.509131
H7 -2.940835 1.968548 1.992850
H8 -4.188597 0.380543 3.193034
C14 -0.738258 -4.234469 -2.740047
Sb1 0.018210 -2.290815 -1.959114
C15 1.796220 -0.120099 -0.845334
C16 2.144744 0.279682 -2.236619
C17 2.276425 1.611714 -2.693260
C18 2.759479 1.893576 -3.953718
C19 3.117173 0.853878 -4.805252
C20 2.910950 -0.430132 -4.343725
N1 2.429181 -0.727248 -3.129045
Si1 3.384606 0.186221 -0.005178
C21 4.758432 -0.882770 -0.760923
C22 4.123935 1.916378 -0.215780
C23 3.514049 -0.177496 1.839947
C24 -1.971559 -0.726994 -3.689700
C25 -1.519879 0.666769 -3.428488
C26 -1.709715 1.672704 -4.420005
C27 -1.407895 2.995052 -4.227065
C28 -0.884765 3.378484 -3.001469
C29 -0.703084 2.386259 -2.087294
N2 -0.972827 1.068546 -2.245717
Si2 -1.488687 -1.301474 -5.396404
C30 -1.236134 -3.138812 -5.628685
C31 0.163297 -0.595819 -5.904980
C32 -2.635074 -0.949219 -6.860154
Si3 -3.778348 -0.815756 -3.410921
C33 -4.277401 -0.204196 -1.703204
C34 -4.865586 0.311887 -4.467132
C35 -4.421212 -2.535558 -3.764696
H9 0.054398 -4.640660 -3.384208
H10 -1.633866 -4.104104 -3.349607
H11 -0.925225 -4.946213 -1.932927
H12 2.039305 2.418125 -2.013466
H13 2.870182 2.924571 -4.272460
H14 3.521833 1.034176 -5.793369
H15 3.155586 -1.282269 -4.977049
H16 4.595941 -1.045400 -1.832200
H17 4.827710 -1.867439 -0.276155
H18 5.734904 -0.385312 -0.636799
H19 4.449349 2.074069 -1.248582
H20 5.000455 1.998618 0.439968
H21 3.429596 2.727689 0.034730
H22 4.096554 -1.095775 1.981658
H23 2.561455 -0.337442 2.348873
H24 4.040329 0.643437 2.347619
H25 -2.168023 1.366595 -5.349619
H26 -1.605750 3.726161 -5.003827
H27 -0.626599 4.400728 -2.757715
H28 -0.319331 2.693434 -1.124640
H29 -0.400680 -3.518835 -5.037437
H30 -0.993197 -3.288274 -6.690157
H31 -2.125386 -3.742157 -5.395040
H32 0.958209 -1.127784 -5.365824
H33 0.292302 0.467441 -5.687286
H34 0.321078 -0.747825 -6.981063
H35 -3.611921 -1.434900 -6.754674
H36 -2.149811 -1.370942 -7.751040
H37 -2.811448 0.113561 -7.053335
H38 -5.085287 0.530913 -1.798102
H39 -3.427355 0.297157 -1.229544
H40 -4.627287 -1.003354 -1.036363
H41 -4.676872 1.366459 -4.226110
H42 -5.918027 0.103569 -4.222390
H43 -4.743697 0.185839 -5.539768
H44 -3.761677 -3.323558 -3.380298
H45 -4.532043 -2.680497 -4.846602
H46 -5.411945 -2.668314 -3.307046
C36 2.078918 -2.824581 1.111322
Si4 1.095718 -3.928373 -0.034366
C37 2.455324 -4.853430 -1.027943
C38 2.894303 -3.900273 -2.154632
C39 3.686676 -5.128578 -0.153353
C40 1.999755 -6.195031 -1.628603
C41 0.130017 -5.029479 1.185566
C42 -0.873393 -5.987600 0.528133
C43 -0.619045 -4.083819 2.132489
C44 1.091156 -5.889678 2.019611
H47 2.412463 -3.335769 2.024950
H48 1.491861 -1.952832 1.414511
H49 2.954476 -2.439408 0.584233
H50 3.792396 -4.289699 -2.656396
H51 3.126390 -2.889900 -1.792103
H52 2.123115 -3.791817 -2.930757
H53 4.164550 -4.203955 0.179175
H54 4.424238 -5.690258 -0.746246
H55 3.457587 -5.720371 0.733917
H56 1.137111 -6.092216 -2.285479
H57 1.737172 -6.919097 -0.848571
H58 2.816137 -6.635262 -2.220339
H59 -1.688514 -5.453497 0.039358
H60 -1.318094 -6.645210 1.291311
H61 -0.398305 -6.629266 -0.221333
H62 -1.190287 -4.667877 2.870470
H63 -1.326917 -3.438470 1.594424
H64 0.070740 -3.429846 2.676567
H65 1.570378 -6.668453 1.418121
H66 0.514066 -6.392927 2.810889
H67 1.875000 -5.303202 2.504599

Forces on the atoms, in the same order (eV/Å):
Hf 3.5 -2.0 -2.0
O 0.1 -0.4 0.1
As -0.7 -0.5 0.2
O 0.4 0.2 -0.6
O -0.1 0.6 1.2
C 0.1 0.5 -0.6
C 0.0 0.0 -0.1
C 0.1 0.1 0.0
C 0.1 -0.1 0.2
C -0.1 -0.1 0.0
C 0.0 -0.5 0.5
S -0.9 -0.2 0.3
O 0.4 0.4 -0.2
O 0.3 0.1 -0.1
O 0.2 2.3 1.0
H 0.1 0.0 0.1
H 0.0 0.0 0.0
H 0.0 0.0 -0.1
H 0.0 -0.1 0.0
H 0.0 0.0 0.0
Cl 0.1 0.0 -0.1
C -0.1 -0.2 0.0
C -0.4 -0.2 0.3
C 0.3 0.2 -0.1
Cl 0.0 0.2 0.0
C -0.4 0.0 0.3
O -0.5 -0.7 -0.4
C 0.2 0.3 0.1
C -1.1 -0.8 0.8
O -0.4 1.3 -0.8
C -0.2 0.1 0.2
H 0.0 0.0 0.0
H -0.1 -0.2 0.2
H 0.0 -0.1 -0.1
C 0.0 -0.1 -0.1
Sb 0.2 -0.9 0.0
C -1.4 1.0 -0.9
C -0.1 -1.2 -0.4
C 0.0 0.0 0.1
C 0.0 0.0 0.0
C 0.0 0.0 0.0
C 0.0 -0.1 0.4
N 0.0 0.4 0.0
Si 0.4 -0.4 0.2
C 0.3 -0.1 -0.1
C -0.1 0.4 0.0
C 0.0 0.1 0.4
C 0.3 0.6 0.0
C 0.0 -0.2 -0.1
C -0.1 -0.2 -0.1
C -0.1 -0.1 -0.2
C 0.1 0.2 0.0
C -0.1 -0.3 0.2
N -0.2 0.4 0.0
Si 0.0 0.1 0.1
C -0.1 -0.5 0.0
C 0.3 0.0 0.0
C -0.3 0.1 -0.2
Si 0.0 0.0 0.2
C -0.1 0.0 0.3
C -0.1 0.2 -0.1
C -0.1 -0.4 0.0
H -0.2 0.0 0.1
H 0.1 0.0 0.2
H 0.0 0.1 -0.2
H 0.0 0.0 0.0
H 0.0 0.0 0.0
H 0.0 0.0 0.0
H 0.0 0.0 0.1
H 0.1 0.0 0.1
H 0.0 0.2 -0.1
H -0.2 -0.2 0.0
H 0.1 0.0 0.1
H -0.1 0.0 -0.1
H 0.1 -0.1 0.0
H 0.0 0.2 0.0
H 0.2 0.0 -0.1
H -0.1 -0.1 0.0
H 0.0 0.0 0.0
H 0.0 -0.1 0.0
H 0.0 -0.1 0.0
H 0.1 0.1 0.0
H -0.1 0.1 -0.2
H -0.1 0.0 0.2
H 0.2 0.1 -0.1
H -0.3 0.1 -0.2
H 0.0 -0.1 0.0
H 0.0 0.0 0.1
H 0.1 0.0 0.0
H -0.1 0.1 0.1
H 0.0 -0.1 0.0
H 0.1 -0.1 0.0
H -0.1 0.0 -0.1
H 0.1 0.2 -0.2
H 0.0 -0.1 0.0
H 0.2 0.0 0.0
H 0.0 0.0 -0.1
H -0.2 0.2 -0.1
H 0.0 0.0 0.1
H 0.2 0.0 -0.1
C -0.1 0.2 0.1
Si 0.4 0.8 0.1
C -0.1 -0.3 -0.3
C 0.0 0.0 0.1
C 0.1 0.0 0.0
C 0.1 0.0 0.1
C -0.4 -0.3 -0.1
C -0.1 -0.1 0.0
C -0.2 0.1 0.1
C 0.0 0.0 0.1
H 0.0 0.1 -0.2
H 0.1 -0.2 0.0
H -0.2 -0.1 0.1
H -0.1 0.0 0.0
H 0.0 -0.2 0.0
H 0.1 -0.1 0.0
H 0.0 -0.1 0.0
H -0.1 0.1 0.1
H 0.0 0.0 0.0
H 0.0 0.0 0.0
H 0.1 0.1 -0.1
H -0.1 0.1 0.1
H 0.1 -0.1 0.1
H 0.0 0.1 -0.1
H 0.0 0.0 0.1
H 0.0 0.1 -0.1
H 0.2 -0.2 0.1
H -0.1 -0.1 0.0
H -0.1 0.1 0.0
H 0.1 0.0 -0.1
H -0.1 0.0 0.0

Output
Strongest force on any atom, Eh/bohr: 0.08790
HOMO energy, eV: -3.68
Charge: -1
DFT total energy, a.u.: -7429.06364
M, g/mol: 1342.52
HOMO-LUMO gap, eV: 4.960


ORCA calculation (wB97M-V/def2-TZVPD) on a molecular structure, C10H14Cl2MnO8 in a non-equilibrium geometry.

Cartesian coordinates (Å):
Mn1 0.252565 1.328279 -1.128886
C1 -0.954617 -2.722426 -1.884097
C2 -0.609653 -1.283537 -1.807391
C3 -1.522515 -0.256027 -2.544789
O1 -1.399753 0.930186 -2.202545
C4 -2.567910 -0.748039 -3.455252
C5 -2.800839 -2.075829 -3.510272
C6 -1.973880 -3.093561 -2.680188
O2 -2.156923 -4.360700 -2.689555
O3 -3.632039 -2.487767 -4.451169
O4 0.318682 -0.764529 -1.227326
H1 -0.395315 -3.427616 -1.287212
H2 -3.081997 0.062340 -3.950607
Cl1 2.118059 1.333217 -2.870694
Cl2 -0.067209 3.764636 -0.861255
C7 -1.483226 -1.072141 1.896577
C8 -0.627782 0.176445 1.943108
O5 -0.821263 0.929876 0.757477
O6 -2.853111 -0.754181 2.208152
H3 -1.142673 -1.653232 2.753583
H4 -1.477805 -1.701909 1.006936
H5 0.420021 -0.031404 2.159880
H6 -0.944445 0.785199 2.790001
H7 -1.498930 1.578044 0.962996
H8 -3.430044 -1.231909 1.607729
C9 2.842590 2.196024 1.109705
C10 3.323935 1.720076 2.510025
O7 4.650772 1.167733 2.452367
O8 2.097213 1.159306 0.408478
H9 3.607522 2.701064 0.519876
H10 2.083518 2.909653 1.430093
H11 2.697758 1.031551 3.077425
H12 3.429627 2.572246 3.181399
H13 4.939591 0.936777 3.338280
H14 2.660078 0.382155 0.437155

Forces on the atoms, in the same order (eV/Å):
Mn 1.7 1.2 -0.7
C 2.7 5.7 1.8
C -2.8 -3.2 -2.1
C -2.8 -2.6 -1.2
O -0.2 0.8 -0.5
C 3.5 3.5 3.2
C -2.7 -3.0 -4.6
C -1.5 -3.9 -0.6
O -1.2 1.6 -1.1
O 1.9 0.1 3.1
O 2.4 0.4 2.2
H 0.1 -0.1 -0.2
H -0.4 -0.5 -0.3
Cl 0.0 0.1 0.2
Cl 0.0 -0.1 0.4
C -0.4 -0.4 1.4
C -0.7 -0.2 -0.4
O 0.1 0.2 0.7
O 0.0 0.4 -0.1
H 0.2 -0.5 0.0
H 0.6 0.4 -0.3
H 0.1 -0.2 -0.7
H -0.3 -0.1 0.2
H 0.0 0.3 -0.4
H 0.1 0.1 -0.1
C -1.7 -1.0 1.8
C 1.5 0.5 0.0
O 0.2 -0.4 -0.6
O 1.1 0.9 1.0
H 0.1 -0.4 0.0
H -0.1 0.3 -0.7
H -0.7 -0.2 -0.7
H -0.4 0.6 -0.2
H -0.1 0.0 0.0
H 0.0 -0.3 -0.6

Output
Strongest force on any atom, Eh/bohr: 0.12745
HOMO energy (spin up / spin down), eV: -1.24 / -1.23
Charge: -2
DFT total energy, a.u.: -3062.86112
M, g/mol: 388.06
2S+1: 6
HOMO-LUMO gap (spin up / spin down), eV: 5.132 / 5.127